[1]
68
Properties=species:S:1:pos:R:3:forces:R:3 method="wB97M-V/def2-TZVPD" spin_multiplicity=1 lumo_energy_ha="-0.3897 / -0.4023" charge=+3 homo_ev="-16.73 / -16.86"
Mo -0.0622 0.0943 0.1582 -0.996 -0.197 0.635
C 4.7374 -2.5960 -1.8899 0.021 -0.020 -0.016
C 5.1027 -1.6291 -0.9558 -0.012 0.037 0.024
C 4.1462 -0.7977 -0.4055 0.127 -0.064 -0.011
C 2.8137 -0.9742 -0.7850 -0.150 0.113 0.286
C 2.4368 -1.9347 -1.7265 -0.036 -0.040 -0.077
C 3.4096 -2.7410 -2.2833 0.000 0.019 0.000
N 1.8161 -0.1121 -0.2875 0.502 0.414 0.328
N 2.1646 0.9500 0.4162 0.497 0.296 -0.579
C 1.5116 2.1410 0.0306 -0.072 -0.387 -0.023
C 1.9386 3.3856 0.4445 0.097 0.103 0.053
C 1.2896 4.4775 -0.1044 -0.039 0.076 -0.048
C 0.2411 4.2975 -1.0120 0.108 0.106 0.083
C -0.1705 3.0238 -1.3148 0.034 -0.289 0.065
N 0.4643 1.9534 -0.7951 0.007 -0.014 -0.165
H 5.4990 -3.2253 -2.3318 -0.012 0.000 0.004
H 6.1413 -1.5117 -0.6780 -0.007 0.002 -0.001
H 4.4160 -0.0164 0.2906 0.004 -0.009 0.004
H 1.4058 -2.0120 -2.0487 -0.001 0.000 0.001
H 3.1434 -3.4696 -3.0367 -0.001 0.007 0.003
H 2.7601 3.4801 1.1399 -0.010 0.016 -0.002
H 1.6060 5.4776 0.1623 -0.008 -0.001 -0.005
H -0.2520 5.1421 -1.4713 0.016 0.008 0.013
H -1.0009 2.8296 -1.9775 -0.013 -0.012 0.002
O -1.7422 1.5488 0.6008 0.034 -0.235 0.107
S -2.8503 0.6626 0.1315 0.359 -0.317 0.201
O -3.7293 0.1146 1.1018 0.118 0.047 0.063
N -1.7980 -0.4959 -0.4734 -0.395 -0.020 -0.243
C -2.1659 -1.8516 -0.6495 0.039 0.395 0.089
C -3.3429 -2.3554 -1.1268 -0.127 -0.104 -0.087
C -3.4915 -3.7593 -1.2310 0.005 0.089 0.013
C -2.4850 -4.6063 -0.8567 0.043 -0.006 0.008
C -1.2681 -4.0869 -0.3388 -0.085 -0.173 -0.031
C -0.1918 -4.8665 0.1200 0.024 -0.093 0.003
C 0.9175 -4.2481 0.6525 0.018 0.005 0.010
C 0.9675 -2.8579 0.7101 -0.120 0.001 0.126
N -0.0223 -2.0802 0.2735 0.007 0.049 -0.335
C -1.1337 -2.6970 -0.2446 0.258 0.010 0.114
C -3.7229 1.3455 -1.1721 -0.206 0.171 -0.221
C -4.9773 1.8727 -0.8588 0.070 0.017 -0.175
C -5.7046 2.4619 -1.8801 -0.035 0.012 0.004
C -5.1927 2.4969 -3.1700 0.007 -0.002 -0.024
C -3.9458 1.9470 -3.4666 -0.025 0.016 -0.022
C -3.1902 1.3670 -2.4660 -0.152 0.088 0.107
H -4.1518 -1.7021 -1.4302 0.008 -0.007 0.009
H -4.4205 -4.1602 -1.6117 0.002 0.014 -0.007
H -2.6096 -5.6785 -0.9399 0.007 0.009 0.005
H -0.2433 -5.9475 0.0599 -0.010 0.011 0.004
H 1.7589 -4.8202 1.0171 -0.006 -0.003 0.000
H 1.8350 -2.3628 1.1230 0.022 0.010 0.003
H -5.3696 1.8202 0.1477 0.019 -0.011 -0.003
H -6.6771 2.8846 -1.6680 0.005 -0.003 -0.011
H -5.7772 2.9474 -3.9614 0.016 -0.001 -0.001
H -3.5742 1.9648 -4.4822 -0.008 -0.001 0.002
H -2.2322 0.9173 -2.6935 0.012 -0.033 0.032
C 2.7872 -0.6308 3.7185 -0.165 -0.152 -0.013
N 1.6253 -1.5291 3.8244 0.210 0.023 -0.018
C 1.6308 -2.7240 4.5210 0.025 0.139 -0.045
C 0.3810 -3.2376 4.4519 -0.077 0.040 -0.076
N -0.3578 -2.3489 3.7068 -0.084 -0.115 0.067
C 0.4031 -1.3139 3.3256 0.018 -0.122 0.171
S -0.2211 0.1075 2.5480 0.064 0.045 -0.426
H 3.6136 -1.1749 3.2661 0.013 0.011 0.018
H 3.0649 -0.2950 4.7142 0.013 0.021 0.005
H 2.5159 0.2195 3.1002 0.002 0.014 -0.004
H 2.5122 -3.0875 5.0214 0.002 0.008 -0.007
H -0.0393 -4.1333 4.8753 -0.002 0.004 0.000
H -1.3519 -2.4015 3.5298 0.020 -0.016 0.014

[2]
193
Properties=species:S:1:pos:R:3:forces:R:3 method="wB97M-V/def2-TZVPD" spin_multiplicity=1 lumo_energy_ha=0.0122 charge=0 homo_ev=-8.85
O 4.4926 -0.9264 4.8387 0.064 -0.085 -0.070
H 5.0678 -1.6839 4.6966 0.018 0.005 -0.070
H 4.6014 -0.7081 5.7691 0.081 0.113 -0.009
O -1.2887 -3.3671 -0.9128 -0.072 -0.002 0.061
H -0.9517 -3.3993 -1.8119 0.079 -0.014 0.016
H -1.4292 -2.4081 -0.7273 -0.102 -0.043 -0.086
C -1.9646 -2.7602 3.2566 -0.514 0.613 -0.068
C -2.3540 -3.5419 4.5125 -0.402 -0.505 -1.425
C -3.7659 -4.0985 4.3178 0.033 0.658 1.029
O -4.6578 -3.0004 4.2163 0.110 -0.108 -0.348
C -5.9855 -3.4074 4.0274 -0.234 -0.439 -0.301
N -1.4610 -4.6899 4.6083 0.465 -0.310 0.672
H -1.8560 -3.3830 2.3667 0.422 -0.377 0.310
H -1.0748 -2.1547 3.4363 0.105 -0.085 -0.192
H -2.7823 -2.0966 2.9591 0.107 0.270 0.394
H -2.4017 -2.8685 5.3737 0.193 -0.056 0.125
H -4.0328 -4.6298 5.2442 -0.020 -0.425 -0.231
H -3.8174 -4.7605 3.4498 -0.028 -0.017 -0.062
H -6.5924 -2.5196 3.8666 -0.039 0.019 0.215
H -6.3590 -4.0089 4.8668 -0.012 0.274 0.170
H -6.1096 -4.0530 3.1446 0.214 0.134 -0.075
H -0.5424 -4.4536 4.9738 0.016 0.255 -0.246
H -1.7850 -5.4118 5.2451 -0.307 0.138 -0.024
C -4.5773 3.6664 -2.0938 -0.255 0.286 -0.129
C -4.4776 2.3000 -1.4441 0.443 -0.289 -0.427
C -4.1664 2.3711 0.0314 -0.459 0.228 0.068
O -3.7322 1.0819 0.4399 -0.084 -0.003 0.273
C -3.9624 0.8248 1.8091 -0.057 0.138 0.142
N -5.7005 1.5188 -1.6937 0.542 -0.166 0.037
H -4.7250 3.6127 -3.1750 -0.047 -0.336 0.036
H -3.6785 4.2731 -1.9591 -0.056 0.001 0.277
H -5.4643 4.1740 -1.7067 0.167 0.184 0.095
H -3.5995 1.7810 -1.8683 -0.033 0.046 -0.066
H -5.0680 2.6413 0.5985 -0.028 0.032 -0.065
H -3.4127 3.1402 0.2352 0.137 -0.135 0.049
H -3.5391 -0.1441 2.0736 0.035 -0.007 -0.172
H -5.0373 0.8042 2.0174 0.015 0.043 0.079
H -3.4875 1.5932 2.4282 -0.093 -0.022 0.096
H -5.4793 0.8788 -2.4560 -0.427 0.177 -0.090
H -5.7811 0.8271 -0.9518 -0.115 0.173 0.146
C 8.2165 2.4390 -2.9033 -0.464 -0.648 0.905
C 6.8688 1.8485 -3.3279 0.971 0.567 -0.524
C 5.6835 2.5190 -2.6616 -0.464 0.144 -0.653
O 5.7814 2.5315 -1.2657 0.136 -0.870 0.217
C 4.5776 2.7697 -0.5666 0.487 0.600 -0.358
N 6.8017 2.0207 -4.7937 -0.980 0.364 -0.022
H 8.3254 2.3705 -1.8165 -0.081 0.196 -0.036
H 8.2667 3.4877 -3.1936 0.226 -0.003 -0.140
H 9.0198 1.8307 -3.3134 0.078 0.308 -0.354
H 6.8661 0.7786 -3.1072 -0.095 -0.004 0.047
H 4.8108 1.9774 -3.0658 -0.252 -0.011 0.579
H 5.5631 3.5441 -3.0486 0.237 0.065 0.036
H 3.7607 2.1059 -0.8678 0.048 -0.042 -0.048
H 4.3092 3.8185 -0.7488 -0.419 -0.090 0.187
H 4.8077 2.6343 0.4880 -0.141 -0.022 0.029
H 5.8683 1.7588 -5.1364 0.491 -0.435 0.221
H 6.7551 3.0297 -4.9561 0.484 -0.024 0.019
C -0.9115 4.6793 1.3416 -0.627 -0.143 -0.404
C -1.2547 3.6027 2.3743 0.572 1.085 0.574
C -0.0232 3.0574 3.0851 -0.352 -0.151 0.265
O 0.5496 4.0555 3.9087 0.269 -0.022 -0.499
C 1.7235 3.5831 4.5345 0.394 0.225 -0.086
N -2.1854 4.2586 3.3068 -0.297 -0.616 0.288
H -0.2321 4.3586 0.5502 0.024 -0.152 0.088
H -0.5421 5.6122 1.7661 0.165 -0.206 0.319
H -1.8832 4.9265 0.9064 0.183 0.146 -0.318
H -1.7431 2.7650 1.8740 -0.080 0.009 -0.010
H 0.6694 2.6887 2.3155 0.247 0.015 0.198
H -0.3021 2.2338 3.7607 -0.072 -0.261 -0.297
H 2.2939 4.4440 4.8822 -0.180 0.030 0.155
H 2.3747 3.0603 3.8239 -0.109 -0.094 -0.037
H 1.5169 2.9173 5.3785 -0.112 -0.034 -0.018
H -2.6466 3.5650 3.8910 -0.048 -0.032 -0.118
H -1.6362 4.7996 3.9685 0.060 0.151 -0.169
C 3.1819 6.6453 -5.3249 -0.384 -0.558 -0.390
C 3.9542 6.8273 -4.0353 0.331 0.299 0.040
C 3.4727 5.9139 -2.9266 -0.049 0.005 -0.068
O 2.0978 6.0933 -2.6704 0.146 -0.032 -0.128
C 1.6436 5.1961 -1.6876 -0.496 0.271 0.376
N 5.3631 6.4584 -4.3205 0.026 0.455 0.124
H 2.1133 6.8612 -5.3119 0.079 0.223 0.524
H 3.2501 5.5819 -5.5817 0.125 0.073 -0.161
H 3.5937 7.2191 -6.1571 0.221 0.019 0.117
H 3.9282 7.8620 -3.6725 -0.383 0.026 -0.092
H 4.0360 6.1370 -2.0098 0.124 -0.157 0.021
H 3.6827 4.8804 -3.2348 -0.038 -0.059 0.103
H 0.6085 5.4535 -1.4617 -0.065 -0.070 -0.225
H 2.1743 5.3175 -0.7343 0.276 -0.101 -0.126
H 1.6909 4.1523 -2.0157 0.127 -0.016 -0.020
H 5.7064 7.1608 -4.9718 0.043 -0.255 -0.196
H 5.9316 6.6349 -3.4939 -0.118 -0.209 0.091
C -1.7723 1.0407 -5.6707 0.012 -0.799 -0.069
C -2.7646 0.0695 -5.0351 0.341 0.320 0.311
C -3.2060 -0.9775 -6.0369 -0.807 -0.031 -0.319
O -4.2419 -1.7491 -5.4504 0.380 0.032 0.039
C -4.9487 -2.6302 -6.3069 -0.111 0.315 0.672
N -2.1467 -0.5280 -3.8384 0.068 -0.894 -0.011
H -0.9228 0.4430 -6.0201 0.103 0.272 -0.130
H -1.4067 1.7555 -4.9388 -0.097 0.099 -0.001
H -2.2338 1.5425 -6.5194 0.122 0.136 -0.007
H -3.6212 0.6634 -4.7037 -0.165 -0.271 0.023
H -2.3680 -1.6202 -6.3401 0.095 0.036 0.042
H -3.6091 -0.4920 -6.9368 0.144 0.022 -0.038
H -4.3787 -3.5363 -6.5241 0.123 0.097 -0.266
H -5.2744 -2.0991 -7.2036 0.074 -0.190 -0.177
H -5.8250 -2.9161 -5.7231 -0.062 -0.106 -0.183
H -1.5053 -1.2643 -4.1468 0.315 0.422 -0.182
H -2.8069 -1.1345 -3.3518 -0.392 0.443 -0.005
C -0.1529 1.4029 -0.8735 -0.214 0.179 1.066
C -0.3306 -0.0615 -0.4389 -0.005 0.893 -0.797
C 0.0662 -0.3096 1.0064 0.118 -0.499 -0.667
O 1.4409 -0.0208 1.1102 0.399 0.169 0.028
C 1.9164 -0.1443 2.4372 -0.155 -0.105 -0.334
N -1.6750 -0.5596 -0.7008 -0.549 -0.553 0.107
H 0.8492 1.7883 -0.6697 0.172 -0.298 -0.359
H -0.7861 2.0392 -0.2407 -0.305 -0.045 -0.285
H -0.4340 1.5134 -1.9191 0.053 0.149 -0.027
H 0.3338 -0.6272 -1.1011 0.157 -0.277 0.368
H -0.1199 -1.3782 1.1870 0.021 0.069 0.329
H -0.5229 0.2839 1.7223 -0.071 0.075 -0.096
H 1.5740 0.7236 3.0087 -0.125 -0.292 0.400
H 3.0047 -0.1538 2.4658 0.013 0.050 -0.303
H 1.5681 -1.1048 2.8307 -0.072 0.202 0.440
H -1.9492 -0.4015 -1.6677 0.422 0.156 0.024
H -2.4240 -0.1149 -0.1686 0.528 0.155 0.091
C 0.4824 -1.3557 5.8947 -0.236 -0.282 0.269
C 1.0057 -0.5566 7.0827 0.675 0.376 -0.515
C 0.9224 -1.2933 8.3928 -0.321 0.200 0.732
O 1.2997 -0.4244 9.4537 0.376 0.134 -0.402
C 1.9344 -1.0550 10.5247 -0.007 -0.161 0.724
N 2.3863 -0.1038 6.7789 -0.038 -0.262 0.344
H -0.4431 -1.8874 6.1325 -0.240 0.360 -0.200
H 1.1709 -2.1373 5.5586 0.249 0.127 0.191
H 0.3632 -0.6429 5.0778 -0.341 -0.241 -0.170
H 0.4396 0.3736 7.1874 -0.324 -0.193 0.077
H 1.5388 -2.2011 8.4153 0.085 0.022 -0.219
H -0.1171 -1.5852 8.5893 -0.004 -0.228 -0.274
H 2.7278 -1.7457 10.2158 -0.059 -0.001 -0.157
H 1.2288 -1.6010 11.1678 -0.027 -0.132 -0.183
H 2.3910 -0.3014 11.1678 -0.028 0.156 -0.206
H 3.0199 -0.8336 7.0942 -0.024 -0.003 0.059
H 2.4828 -0.1071 5.7694 0.075 0.101 -0.020
C -5.4347 -2.1375 -0.4347 0.179 0.636 0.335
C -4.7988 -2.2698 -1.8142 0.388 0.432 0.854
C -4.8482 -3.6898 -2.3516 -0.239 0.291 -0.895
O -6.1866 -3.9573 -2.7519 -0.435 0.263 0.001
C -6.3784 -5.2184 -3.3487 0.808 -0.334 0.458
N -5.3578 -1.2765 -2.7603 0.116 -1.220 -0.529
H -6.4702 -2.4737 -0.4075 0.026 -0.103 0.063
H -5.3907 -1.0895 -0.1227 -0.270 0.061 -0.283
H -4.8271 -2.6007 0.3486 -0.172 -0.587 -0.245
H -3.7476 -2.0127 -1.6435 0.072 -0.172 -0.172
H -4.4958 -4.4417 -1.6427 0.147 0.081 0.079
H -4.2485 -3.6923 -3.2765 0.274 -0.330 0.223
H -5.4274 -5.5746 -3.7664 -0.137 0.003 -0.222
H -7.1256 -5.1787 -4.1372 -0.120 0.176 0.066
H -6.6627 -5.9506 -2.5858 -0.188 -0.035 -0.093
H -6.1393 -1.7907 -3.1754 -0.351 0.499 0.163
H -4.7344 -1.2571 -3.5752 -0.215 0.094 0.326
C 3.2041 -3.9995 2.7903 -0.804 0.105 -0.185
C 2.2668 -5.0148 3.4388 0.648 -0.246 1.785
C 2.4530 -6.4547 2.9808 -0.818 0.958 -1.365
O 1.4917 -7.2653 3.6161 0.426 0.057 0.610
C 1.7252 -8.6315 3.4302 -0.413 -0.687 -0.462
N 2.4872 -4.9455 4.9206 -0.286 0.100 -0.398
H 2.7029 -3.0342 2.8641 0.196 0.111 -0.179
H 3.3716 -4.2259 1.7375 0.098 0.088 -0.007
H 4.1519 -3.8851 3.3163 0.120 -0.347 -0.077
H 1.2253 -4.7210 3.2957 0.000 -0.158 -0.377
H 3.4917 -6.7736 3.1161 -0.034 -0.229 0.192
H 2.1918 -6.4507 1.9086 0.484 -0.233 -0.068
H 1.7482 -8.9159 2.3675 0.211 0.267 -0.022
H 0.8728 -9.1839 3.8274 0.089 0.144 0.303
H 2.6479 -8.9866 3.8997 0.034 0.126 0.079
H 2.3197 -5.8670 5.3101 -0.093 0.080 0.129
H 3.4513 -4.6998 5.1050 0.044 -0.107 0.055
C 1.7590 1.8365 -4.0918 0.674 -0.858 -0.390
C 1.9270 0.5673 -4.9369 -0.255 0.233 -0.029
C 3.3636 0.1441 -5.1689 0.811 0.334 -0.014
O 4.2027 1.1138 -5.7944 -0.837 -0.281 -0.357
C 3.7656 1.4937 -7.0866 0.505 0.639 0.044
N 1.2971 -0.5635 -4.2359 -0.449 0.145 -0.303
H 2.1831 1.5727 -3.1197 -0.088 0.436 0.166
H 0.7115 2.1105 -3.9908 -0.040 0.008 0.042
H 2.3118 2.6554 -4.5525 0.015 0.094 0.187
H 1.5092 0.7396 -5.9404 -0.291 0.006 0.140
H 3.3529 -0.7574 -5.7957 0.047 -0.113 0.132
H 3.8840 -0.0663 -4.2327 -0.294 -0.196 0.087
H 4.6174 1.9856 -7.5594 -0.022 -0.051 -0.034
H 2.9656 2.2372 -7.0276 -0.170 -0.146 -0.072
H 3.4678 0.6562 -7.7226 -0.080 -0.174 0.193
H 1.0332 -1.2737 -4.9133 0.162 -0.105 0.086
H 0.4189 -0.2497 -3.8303 0.065 0.024 0.087

[3]
15
Properties=species:S:1:pos:R:3:forces:R:3 method="wB97M-V/def2-TZVPD" spin_multiplicity=1 lumo_energy_ha="-0.1952 / -0.1952" charge=+1 homo_ev="-12.31 / -12.31"
C -0.4656 1.7695 1.5298 -1.222 2.328 2.008
C 0.4670 0.1608 -0.0453 -0.622 -2.480 -1.533
C 1.1786 -2.1224 -1.0481 -0.253 0.325 -0.292
N -1.7545 1.8521 1.2299 2.127 -1.022 -0.172
N 0.4813 1.1564 0.7739 0.649 -0.149 -0.072
S -2.4473 0.7631 0.1914 -0.669 -0.043 -0.559
S -2.6711 3.1348 1.9022 -0.543 -0.364 0.338
S 1.8942 -0.5302 -0.6123 0.489 0.273 0.225
H -0.0924 2.2696 2.4714 -0.430 -0.338 -1.495
H -0.3922 -0.4383 -0.3928 0.057 1.262 0.998
H 1.5877 -2.9141 -0.4337 0.532 -0.103 -0.291
H 1.3439 -2.1625 -2.1211 -0.168 -0.866 0.102
H 0.1245 -2.0855 -0.7774 0.004 -0.158 -0.430
H 1.4484 1.4335 0.8791 0.009 0.723 0.976
H -3.7325 2.2872 1.9256 0.040 0.613 0.198

[4]
20
Properties=species:S:1:pos:R:3:forces:R:3 method="wB97M-V/def2-TZVPD" spin_multiplicity=1 lumo_energy_ha=0.0350 charge=0 homo_ev=-8.75
C -0.2838 1.4123 0.9969 2.394 1.998 0.829
C -0.2148 1.0689 -0.5029 -4.112 -2.163 -0.081
C -0.1456 -0.5289 -0.5871 2.503 3.851 0.787
C 1.1048 -1.0284 -0.7614 1.459 -1.276 -1.257
C 1.3990 -2.5900 -0.9580 -1.420 1.982 0.337
C -1.2939 -1.2426 0.0404 0.912 -2.661 -3.107
N -0.4316 2.8972 1.3536 0.762 -1.328 1.128
H -1.0052 0.9109 1.6991 0.895 -0.516 -1.343
H 0.7895 1.3076 1.2812 -0.813 -0.971 0.413
H 0.5807 1.4887 -1.0953 0.221 0.513 0.290
H -1.2736 1.3229 -0.9752 2.132 -0.166 0.566
H 2.1288 -0.4276 -0.8920 -2.881 -0.676 0.125
H 2.3664 -2.8002 -1.3987 -0.128 0.303 -0.791
H 1.5474 -3.0085 0.0224 -0.614 -0.601 0.580
H 0.5077 -3.0018 -1.5171 1.307 -0.071 0.708
H -2.2763 -0.8329 0.1273 -0.096 1.183 0.618
H -1.5231 -2.0135 -0.7826 0.305 0.033 1.619
H -0.7910 -1.6621 0.9051 -1.110 -0.569 0.417
H 0.0132 2.9511 2.3515 -1.531 0.146 -2.347
H -1.4377 2.9376 1.4312 -0.186 0.989 0.509